Arrangement i

{
  "formula": "C5H6NO2S",
  "method": "ωB97M-V/def2-TZVPD",
  "symbols": ["S", "O", "O", "N", "C", "C", "C", "C", "C", "H", "H", "H", "H", "H", "H"],
  "xyz": [[-1.918, -0.503, 0.289], [4.032, 0.546, -0.235], [-0.115, 1.426, -0.358], [2.785, 0.344, -0.112], [-0.310, 0.273, 0.013], [2.138, -0.748, 0.020], [0.686, -0.837, 0.038], [-0.035, -2.030, 0.127], [-2.957, 1.034, 0.116], [2.555, -1.680, -0.033], [-2.467, 2.035, 0.486], [-3.969, 0.796, 0.675], [-3.126, 1.127, -0.887], [0.478, -2.992, -0.076], [2.223, 1.207, -0.063]],
  "homo_energy_ev": [-3.284, -3.283],
  "lumo_energy_ev": [3.510, 3.510],
  "total_charge": -1,
  "orbital_gap_ha": [0.250, 0.250]
}

Arrangement ii

{
  "formula": "C5H6NO2S",
  "method": "ωB97M-V/def2-TZVPD",
  "symbols": ["S", "O", "O", "N", "C", "C", "C", "C", "C", "H", "H", "H", "H", "H", "H"],
  "xyz": [[3.410, -1.401, 0.003], [0.874, -1.147, 0.135], [0.487, 2.499, -0.194], [2.042, 0.831, -0.133], [-1.164, -0.436, 1.296], [-0.995, -0.049, -1.260], [2.048, -0.504, 0.028], [-0.207, -0.251, 0.146], [0.904, 1.392, -0.097], [-1.587, 0.922, -1.113], [-0.235, 0.329, -1.983], [-0.594, -0.767, 2.187], [-1.508, 0.594, 1.439], [-1.816, -1.194, 1.074], [-1.659, -0.819, -1.528]],
  "homo_energy_ev": -3.895,
  "lumo_energy_ev": 3.642,
  "total_charge": -1,
  "orbital_gap_ha": 0.277
}

Which structure is the most stable? The one labeled arrangement ii.

Arrangement i

{
  "formula": "C2H10N2S",
  "method": "ωB97M-V/def2-TZVPD",
  "symbols": ["S", "N", "N", "C", "C", "H", "H", "H", "H", "H", "H", "H", "H", "H", "H"],
  "xyz": [[5.122, -0.170, -0.066], [-2.810, -0.791, -0.091], [-5.120, -0.014, -0.161], [5.943, 1.210, 0.811], [-4.071, -0.699, -0.846], [-2.109, -1.245, -0.662], [-4.880, 0.839, 0.303], [6.884, 1.457, 0.325], [-5.750, -0.579, 0.374], [-2.477, 0.087, 0.276], [6.179, 0.918, 1.834], [6.194, -0.972, -0.081], [-3.952, -0.319, -1.867], [-4.378, -1.746, -0.930], [5.225, 2.024, 0.781]],
  "homo_energy_ev": -8.941,
  "lumo_energy_ev": 1.018,
  "smiles": "NCN.CS",
  "orbital_gap_ha": 0.366
}

Arrangement ii

{
  "formula": "C2H10N2S",
  "method": "ωB97M-V/def2-TZVPD",
  "symbols": ["S", "N", "N", "C", "C", "H", "H", "H", "H", "H", "H", "H", "H", "H", "H"],
  "xyz": [[2.724, -0.394, -0.776], [-2.899, 1.468, -0.506], [-2.215, 0.984, 1.650], [-2.519, 0.359, 0.296], [2.209, -1.983, -0.075], [-3.937, 1.592, -0.579], [-1.617, -0.150, -0.172], [-1.659, 0.212, 1.917], [-3.265, -0.365, 0.590], [2.488, -2.095, 0.970], [2.298, 0.485, 0.147], [1.116, -2.157, -0.118], [-2.480, 2.317, -0.315], [-1.634, 1.773, 1.345], [2.751, -2.719, -0.715]],
  "homo_energy_ev": -9.151,
  "lumo_energy_ev": 0.691,
  "smiles": "NCN.CS",
  "orbital_gap_ha": 0.362
}

Which structure is the most stable? The one labeled arrangement i.

Arrangement i

{
  "formula": "C7H11N4O3",
  "method": "ωB97M-V/def2-TZVPD",
  "symbols": ["O", "O", "O", "N", "N", "N", "N", "C", "C", "C", "C", "C", "C", "C", "H", "H", "H", "H", "H", "H", "H", "H", "H", "H", "H"],
  "xyz": [[3.829, 1.040, -0.211], [2.095, 2.324, -0.044], [-2.421, 0.304, -0.106], [-0.377, -1.160, 0.074], [3.164, -1.985, -0.406], [-0.375, 1.251, 0.073], [2.648, 1.245, -0.085], [-2.227, 2.755, 0.026], [-0.078, -1.805, 1.291], [0.415, 0.140, -0.010], [1.770, 0.081, -0.078], [2.448, -1.133, -0.162], [-1.733, 1.387, -0.067], [-0.162, -2.153, -1.095], [-0.167, -1.017, 2.047], [-2.729, 3.158, 0.989], [-1.420, -0.855, -0.028], [0.207, -1.648, -1.981], [-1.241, 3.350, 0.019], [0.096, 2.174, -0.073], [-3.032, 2.915, -0.712], [0.828, -2.381, 1.183], [0.489, -2.942, -0.754], [-1.118, -2.586, -1.267], [-0.909, -2.460, 1.375]],
  "homo_energy_ev": -14.402,
  "lumo_energy_ev": -5.395,
  "total_charge": 1,
  "smiles": "CC(=O)N/C(=C(/C#N)[N+](=O)[O-])[NH+](C)C",
  "orbital_gap_ha": 0.331
}

Arrangement ii

{
  "formula": "C7H11N4O3",
  "method": "ωB97M-V/def2-TZVPD",
  "symbols": ["O", "O", "O", "N", "N", "N", "N", "C", "C", "C", "C", "C", "C", "C", "H", "H", "H", "H", "H", "H", "H", "H", "H", "H", "H"],
  "xyz": [[-1.155, -1.336, -2.755], [-3.303, 1.607, -0.597], [-1.191, 2.166, -1.263], [-2.113, 1.511, -0.304], [1.462, 0.506, 0.420], [0.304, -1.102, -0.960], [-1.078, 0.320, 2.996], [2.181, 0.167, 1.533], [-1.427, 1.086, 0.679], [-1.525, 0.655, 1.883], [1.766, 1.798, -0.244], [0.744, -0.282, -0.270], [-0.699, -1.832, -1.826], [-0.817, -3.252, -1.459], [-1.695, 2.818, -1.804], [2.587, 1.959, 0.356], [1.952, 1.545, -1.307], [2.297, -0.908, 1.691], [-0.650, -3.903, -2.349], [1.007, 2.551, -0.016], [-1.711, 0.077, 3.720], [-0.142, -3.690, -0.654], [3.244, 0.465, 1.391], [1.756, 0.498, 2.429], [-1.796, -3.424, -1.289]],
  "homo_energy_ev": [-12.941, -12.940],
  "lumo_energy_ev": [-4.176, -4.174],
  "total_charge": 1,
  "orbital_gap_ha": [0.322, 0.322]
}

Which structure is the most stable? The one labeled arrangement i.

Arrangement i

{
  "formula": "H27O14",
  "method": "ωB97M-V/def2-TZVPD",
  "symbols": ["O", "O", "O", "O", "O", "O", "O", "O", "O", "O", "O", "O", "O", "O", "H", "H", "H", "H", "H", "H", "H", "H", "H", "H", "H", "H", "H", "H", "H", "H", "H", "H", "H", "H", "H", "H", "H", "H", "H", "H", "H"],
  "xyz": [[1.257, -1.045, 0.394], [-0.090, -1.082, 3.337], [1.778, 0.146, -2.144], [-1.518, 0.489, 1.959], [-2.128, -1.722, -3.476], [-3.990, 1.115, 0.651], [1.954, -2.811, -2.756], [4.040, -1.343, 2.933], [-0.007, 1.862, 0.388], [-2.069, -1.985, -0.814], [0.615, 2.369, -2.990], [1.438, 0.943, 3.845], [-3.711, 1.389, -2.771], [2.725, 1.441, 1.298], [0.450, 1.007, 3.802], [1.913, 1.856, 0.925], [-0.066, 1.949, -2.464], [2.205, 0.841, -1.644], [0.668, 1.827, -3.790], [0.602, -1.482, 2.802], [1.161, -3.050, -3.211], [2.212, 0.895, 1.936], [-3.049, 0.901, 0.956], [0.564, 1.293, -0.124], [0.896, 0.114, -1.738], [3.507, -2.105, 3.132], [-1.212, -1.587, -0.685], [-2.263, -1.626, -2.516], [1.668, -0.294, -0.042], [1.815, 1.779, 3.604], [-2.559, -1.910, 0.028], [-4.042, 0.990, -1.923], [-2.458, -0.947, -3.939], [-4.516, 1.490, 1.352], [4.077, -1.148, 1.964], [-3.309, 2.222, -2.587], [0.460, -0.937, 0.911], [1.872, -1.918, -2.388], [-0.634, 1.125, 1.008], [-0.783, -0.890, 2.616], [-1.721, 0.886, 2.800]],
  "homo_energy_ev": -6.749,
  "lumo_energy_ev": 2.620,
  "total_charge": -1,
  "orbital_gap_ha": 0.344
}

Arrangement ii

{
  "formula": "H27O14",
  "method": "ωB97M-V/def2-TZVPD",
  "symbols": ["O", "O", "O", "O", "O", "O", "O", "O", "O", "O", "O", "O", "O", "O", "H", "H", "H", "H", "H", "H", "H", "H", "H", "H", "H", "H", "H", "H", "H", "H", "H", "H", "H", "H", "H", "H", "H", "H", "H", "H", "H"],
  "xyz": [[3.370, -1.366, -1.675], [3.168, 0.954, -0.412], [-3.631, -0.068, -3.023], [-0.172, -2.440, 2.555], [2.293, 1.493, -3.343], [-2.992, -1.578, 0.777], [-3.250, 0.383, 3.590], [0.417, -4.073, 0.167], [-2.294, 2.564, -0.034], [-0.094, 3.679, -2.369], [2.220, -1.305, 1.522], [1.138, 1.034, 1.210], [0.369, -1.918, -1.655], [-1.242, 1.629, 2.390], [-0.537, -4.266, 0.216], [-3.135, -1.077, 1.577], [2.343, 0.800, 0.159], [0.397, -3.784, 1.106], [3.174, 1.917, -0.425], [2.888, -0.738, -1.095], [1.652, -0.447, 1.357], [-2.569, 1.643, -0.113], [2.750, -1.518, 0.752], [1.080, 1.604, 1.975], [-4.174, 0.494, -2.449], [0.538, 4.411, -2.499], [-2.107, -1.649, 0.424], [2.097, 1.079, -2.481], [0.299, -2.496, -0.881], [-0.868, 2.178, 1.701], [-0.870, 0.744, 2.321], [-2.606, 0.932, 3.089], [-2.867, -0.065, -2.424], [3.244, 1.591, -3.412], [1.306, -1.966, -1.895], [-0.541, 3.753, -3.222], [0.119, -1.992, 3.352], [-4.117, 0.446, 3.187], [0.280, -2.009, 1.804], [4.273, -1.040, -1.595], [-1.344, 2.467, -0.231]],
  "homo_energy_ev": -5.908,
  "lumo_energy_ev": 2.737,
  "total_charge": -1,
  "orbital_gap_ha": 0.318
}

Which structure is the most stable? The one labeled arrangement ii.